(1)
117
Properties=species:S:1:pos:R:3 method="wB97M-V/def2-TZVPD" orbital_gap_ev=4.33 homo_energy_ev=-1.2 charge=-2 relative_energy_kj_mol=1.5 total_energy_ha=-2958.7640
C -2.35 -2.91 0.15
H 5.76 -0.86 5.09
H -0.81 7.79 -0.21
O 0.81 -1.02 -4.57
C -0.26 4.93 2.35
C 1.05 0.05 -5.46
C 1.32 -2.23 -4.88
H -0.56 1.51 -1.23
C -9.38 -1.47 -0.13
C 1.38 -3.17 -3.83
C -0.67 6.20 2.76
C 0.33 -1.71 3.98
N -2.18 0.97 1.48
C 5.48 -2.93 4.66
C -3.02 0.08 1.97
H 1.91 -5.14 -3.27
H 2.12 0.13 -5.69
H 2.00 3.14 1.75
H 1.73 -1.86 -6.95
N 0.97 -2.84 -2.51
C -5.20 -0.93 2.39
H -2.58 -0.72 2.54
C 5.00 -0.75 -5.34
H 4.41 3.62 -3.31
H -1.16 8.23 2.22
N -8.89 -0.98 -1.28
C 3.46 -2.02 2.82
C 1.85 -4.44 -4.10
H -1.22 2.22 -2.72
H 2.56 -4.13 -7.39
H 5.99 -0.42 -5.00
C -3.23 -1.18 -1.26
H 4.65 -0.05 -6.10
H -4.45 -2.59 -0.23
H 3.23 -4.11 2.40
H 6.25 -3.27 5.35
H 3.08 -1.86 -2.75
H 2.93 3.35 -1.40
C 1.76 -2.58 -6.15
H 1.06 -1.88 3.20
C 3.18 2.46 -1.98
H -10.43 -1.73 -0.13
H 0.05 -3.16 -2.25
C -3.44 -2.28 -0.44
H -1.94 2.71 0.42
C -0.67 6.99 0.51
Rb 0.91 0.67 1.26
C 4.05 0.36 3.66
C 2.64 1.21 -1.57
C 3.85 0.31 -3.53
C 2.22 -3.87 -6.39
C -0.83 -1.38 -0.99
H 2.63 -5.81 -5.56
C -1.20 -0.86 5.21
H -2.50 -3.74 0.82
C 3.79 -3.41 3.01
N -0.49 -0.70 4.04
O 4.10 -0.85 -4.27
O -1.88 0.34 -2.40
C -0.79 -1.98 5.87
H -4.06 -0.64 -1.69
C -4.41 0.13 1.78
H 0.75 0.95 -4.93
H -4.72 -1.36 3.27
C 4.75 -3.84 3.89
C -1.07 -2.46 -0.13
H -6.79 -2.20 2.79
H 4.24 2.84 2.87
C -4.91 1.22 1.08
N 0.19 -2.52 5.06
C 4.21 -1.09 3.65
C 4.01 2.64 -3.07
H -0.21 -2.92 0.34
O 0.09 3.45 0.51
H 0.47 -0.05 -6.38
N 3.13 1.09 3.19
H -1.08 -2.43 6.80
C -2.67 2.00 0.79
H 3.41 2.76 4.44
H -0.81 6.37 3.83
C -6.40 -1.47 2.10
C -0.05 3.90 3.38
C 3.31 2.53 3.37
C -0.87 7.25 1.87
H -9.03 -2.03 1.91
C -8.61 -1.63 1.00
H -0.88 3.76 4.08
H -5.98 1.34 0.93
C 5.20 -1.59 4.51
H -4.40 3.03 0.04
C 4.37 1.54 -3.86
C -4.04 2.17 0.58
C 1.29 -1.59 -1.94
H 5.03 1.67 -4.71
H 4.95 -4.91 3.98
N -6.76 -0.78 -0.22
H 5.08 -1.74 -5.77
H 0.77 -3.32 5.26
H -0.18 5.54 -1.00
C 2.26 -4.81 -5.38
H 2.48 4.42 2.83
C -7.26 -1.26 0.93
N 2.57 -1.19 -2.19
H -1.94 -0.14 5.52
H -7.16 -0.29 -2.16
H 4.89 0.86 4.20
C -0.13 4.63 0.95
C 2.17 3.36 2.81
C -7.59 -0.67 -1.24
C -0.32 5.74 0.06
C -1.94 -0.72 -1.55
C -0.82 1.31 -2.27
H 0.09 0.99 -2.77
O 2.56 -1.68 2.01
N 0.47 -0.94 -1.21
C 3.01 0.17 -2.41
N 0.97 3.18 3.61


(2)
115
Properties=species:S:1:pos:R:3 method="wB97M-V/def2-TZVPD" orbital_gap_ev=7.14 homo_energy_ev=-4.8 charge=-1 relative_energy_kj_mol=0.0 total_energy_ha=-7224.5306
C 3.07 2.51 -5.02
H -1.81 4.09 -0.50
C -0.91 -4.59 -2.30
H 5.67 -3.19 0.12
H -1.68 4.32 -3.76
C 4.12 -1.55 4.08
H 3.57 0.03 5.45
H 3.22 0.09 -3.40
H 6.32 -3.81 4.27
H 0.15 -4.56 0.93
H 0.00 -6.08 -1.04
C -1.19 2.25 -3.50
C -4.63 3.10 -0.77
H 2.82 -3.21 -2.45
C 2.93 2.27 -2.24
H 2.32 1.28 3.66
H 4.00 -1.40 -3.19
H -1.73 -2.89 -3.33
C -3.87 0.26 4.79
As 0.07 2.44 -2.01
C -1.63 -0.23 5.51
H 6.42 -4.66 0.78
S 0.04 2.62 2.01
C -4.26 -2.89 3.37
H -3.39 3.90 -5.49
C -0.72 -2.90 -0.09
H -0.09 0.15 4.07
C 4.23 2.40 -4.28
H 1.37 7.36 -2.38
H -2.33 0.62 -0.93
C 2.84 0.35 3.46
C -4.37 3.54 0.52
C -0.07 4.37 -1.73
H 5.20 2.40 -4.77
S 3.12 -1.70 0.18
N 1.95 -2.72 -2.56
C -3.58 -1.65 1.00
C 5.51 -4.44 3.90
H -4.94 0.27 4.98
Si 4.72 -3.74 2.34
C -1.34 -3.28 -2.39
H -4.53 -3.37 4.31
C 3.34 -4.90 1.84
C 0.83 5.29 -2.25
H 0.93 2.60 -4.96
C 3.35 -1.24 1.85
H 1.66 4.97 -2.85
C -3.38 2.94 1.28
H -0.98 -5.25 -3.16
H 4.63 -2.13 4.84
H -4.93 4.38 0.93
N 3.14 -0.92 -3.40
O 1.04 -0.64 -2.58
C -0.59 -0.22 0.90
C 4.16 2.27 -2.90
C -1.88 3.30 -4.08
H -3.31 -1.15 0.07
C -2.92 1.43 -0.53
C -0.36 -5.06 -1.11
H -4.07 1.72 -2.32
C 1.99 -1.38 -2.81
C 1.76 2.41 -2.99
C -1.15 0.19 4.28
H -2.64 -0.31 -5.20
H 3.69 -5.93 1.82
C -2.99 -0.19 5.77
C -2.85 3.06 -5.05
C 0.66 6.65 -1.98
C -4.91 -1.83 1.32
P -1.26 1.15 1.71
C 6.06 -3.66 1.03
H -5.68 -1.47 0.64
H -4.09 0.99 2.80
H -6.30 -2.59 2.77
C -2.66 1.86 0.76
C 4.05 -2.04 2.78
N 2.77 -0.08 2.20
C -1.24 -2.43 -1.30
H 1.23 -3.00 -1.92
H -3.37 -0.52 6.73
C 1.84 2.51 -4.38
H 3.11 2.60 -6.10
H -0.94 -0.60 6.26
C -5.26 -2.45 2.51
C -2.57 -2.08 1.86
H -0.92 0.12 -3.48
C -1.47 0.94 -3.92
C -3.90 2.05 -1.30
H -3.88 1.58 -6.21
H 4.78 -4.56 4.70
P -0.80 -1.86 1.42
S 2.94 2.16 -0.47
C -1.12 4.81 -0.93
H -5.39 3.59 -1.37
H -0.52 8.14 -0.99
Tl 1.38 0.32 0.22
C -2.92 -2.71 3.05
H -3.15 3.31 2.27
C -2.02 0.65 3.30
H 6.90 -3.07 1.38
C -1.29 6.16 -0.68
H 2.50 -4.82 2.54
H 5.92 -5.43 3.69
S 0.35 -2.64 2.84
H -2.14 -3.04 3.71
C 3.52 -0.35 4.44
C -2.43 0.71 -4.89
C -3.12 1.77 -5.46
C -0.27 -4.22 -0.01
H 5.07 2.16 -2.31
C -0.40 7.08 -1.20
H -2.12 6.49 -0.06
H -1.52 -1.39 -1.38
C -3.39 0.67 3.56
H 2.94 -4.64 0.85